A:
# C7H14N2O

A molecular structure, C7H14N2O (ωB97M-V with the def2-TZVPD basis set, OMol25).

```
24
Properties=species:S:1:pos:R:3
H 1.47 -3.38 -1.49
H 3.20 -3.06 -1.85
H -0.23 2.90 1.23
H -0.92 1.77 2.41
C -0.02 2.03 1.85
C 0.50 0.88 1.02
H 2.50 -2.68 -0.26
H 0.76 2.33 2.56
H -2.18 2.06 0.05
N -0.37 -0.66 -1.18
H -2.71 -0.92 0.18
O 2.61 -0.72 -2.66
C -1.69 1.41 -0.67
C 2.31 -2.70 -1.33
H -1.36 -1.30 1.28
H 1.37 1.17 0.45
C 0.85 -0.69 -1.14
N -1.00 0.31 0.00
C -1.92 -0.49 0.81
H -2.39 0.12 1.58
H 0.68 -0.03 1.59
H -0.96 1.97 -1.25
C 1.95 -1.32 -1.84
H -2.46 1.02 -1.34
```

- Kohn-Sham gap (eV) = 7.47
- net charge = 0
- HOMO (eV) = -6.912

B:
# C7H14N2O

A single C7H14N2O molecule (ωB97M-V with the def2-TZVPD basis set, OMol25).

```
24
Properties=species:S:1:pos:R:3
H 1.78 -1.97 -1.08
N -2.72 -1.02 1.01
H 2.31 0.27 1.95
H 3.30 -1.15 -0.70
C 2.29 -1.36 -0.33
H 1.70 1.73 1.16
H 2.40 -1.96 0.58
C -0.95 1.10 -1.51
H -0.04 0.97 -2.10
H -3.51 1.14 -1.02
C -2.41 -0.03 0.23
C -1.01 0.21 -0.30
O -0.10 -1.15 1.42
C 1.53 -0.06 -0.07
H 3.25 1.04 0.67
C 2.23 0.79 1.00
H 1.58 0.51 -1.00
H -1.76 0.87 -2.21
H 0.75 -1.28 1.87
H -1.02 2.15 -1.22
N -3.47 0.76 -0.09
H -1.85 -1.54 1.22
H -4.33 0.31 0.20
C 0.07 -0.32 0.32
```

- Kohn-Sham gap (eV) = 8.93
- net charge = 0
- SMILES = [H]/N=C(N)\C(C)=C(/O)C(C)C
- HOMO (eV) = -8.249

C:
# C7H14N2O

A single C7H14N2O molecule (ωB97M-V with the def2-TZVPD basis set, OMol25).

```
24
Properties=species:S:1:pos:R:3
H 0.63 0.00 -2.88
H 2.01 -1.73 2.58
N 1.52 0.37 1.50
H -2.74 1.36 -0.39
C 0.81 -0.19 -1.82
N 1.42 -1.94 1.78
C -0.12 0.65 -0.99
H -0.67 -2.59 1.58
O -1.18 -2.08 0.91
H 0.64 -1.26 -1.67
H 2.07 -2.27 1.06
H 2.11 0.37 2.33
H -0.68 2.70 -0.57
C -1.00 0.10 -0.09
H 0.94 2.47 -1.20
H -3.01 0.00 0.72
H 1.86 0.03 -1.60
C -0.09 2.12 -1.29
C 0.81 -0.80 1.28
H -2.87 -0.28 -1.02
C -2.48 0.32 -0.19
H -0.44 2.35 -2.30
H 0.92 1.19 1.49
C -0.45 -0.91 0.78
```

- Kohn-Sham gap (eV) = 7.52
- net charge = 0
- SMILES = CC(C)=C(C)C(O)=C(N)N
- HOMO (eV) = -6.782

So which one is most stable? That would be B, about 0.0525 hartree below the next structure.

A:
# C28H19Cl5NPRuS5

A molecular structure, C28H19Cl5NPRuS5 (ωB97M-V with the def2-TZVPD basis set, OMol25).

```
60
Properties=species:S:1:pos:R:3
C -3.70 1.69 -2.37
C -2.97 -1.26 1.89
C -4.15 0.17 -4.17
C -2.24 -1.06 0.55
C 3.29 -3.77 -2.90
H -7.29 -1.52 -1.39
H 3.14 1.74 -1.93
Cl 0.74 -0.82 -3.83
H -4.73 -0.12 -5.04
S -4.45 -6.55 2.78
H -1.18 4.10 -1.56
S -1.11 -2.45 0.14
C 2.19 2.26 -1.86
C -2.31 -0.25 -2.67
C 1.56 -2.01 -1.57
S -5.52 -4.35 1.09
H 0.76 1.47 2.76
H 1.33 0.61 -0.97
C -6.92 -2.29 -0.71
H 0.74 5.22 -2.58
H -1.47 -0.87 -2.39
H 0.49 2.02 1.16
N 0.36 1.29 1.85
H -3.72 -0.46 2.02
H -7.70 -2.56 -0.01
H -2.23 -1.60 3.99
S -5.53 -1.51 0.12
C -1.99 -1.15 3.03
H -6.59 -3.15 -1.30
H -5.29 1.94 -3.79
P -1.75 1.61 -0.53
Cl 4.19 -4.87 -0.58
C 3.23 -3.80 -1.50
C -4.41 -5.02 2.26
C 1.09 1.63 -1.32
C -4.85 -2.78 1.04
C 2.52 -2.85 -3.62
C -0.16 2.25 -1.20
C -4.46 1.32 -3.48
C 1.67 -1.98 -2.95
C -3.73 -2.56 1.86
C -1.29 0.13 0.52
Cl 4.33 -4.85 -3.72
Cl 2.27 -2.82 0.87
H -2.95 -0.97 -0.27
S -3.23 -3.87 2.78
C 2.07 3.56 -2.33
C -0.86 -0.46 2.91
C -3.08 -0.62 -3.77
Cl 2.62 -2.81 -5.33
C 2.36 -2.92 -0.89
H -3.97 2.58 -1.82
C -0.25 3.56 -1.66
C -2.61 0.91 -1.96
C -0.57 0.33 1.71
H -2.82 -1.52 -4.31
H 2.92 4.07 -2.76
H -0.18 -0.38 3.75
C 0.84 4.21 -2.23
Ru 0.50 -0.92 -0.21
```

- Kohn-Sham gap (spin up / spin down) (eV) = 7.18 / 4.66
- net charge = +2
- 2S+1 = 5
- <S²> = 6.08
- HOMO (spin up / spin down) (eV) = -13.452 / -13.458

B:
# C28H19Cl5NPRuS5

A molecular structure, C28H19Cl5NPRuS5 (ωB97M-V with the def2-TZVPD basis set, OMol25).

```
60
Properties=species:S:1:pos:R:3
H -2.72 6.50 2.06
C -0.03 -0.21 2.16
S 4.95 2.56 -0.89
Cl -0.05 1.09 5.94
C -3.19 3.31 1.05
C -3.49 4.58 1.53
P -1.48 1.39 0.01
H -5.69 -2.22 1.13
C 3.62 1.59 -0.40
C 3.98 0.34 0.14
H 4.16 -1.32 2.59
C -1.20 1.83 -4.54
H 1.00 -0.54 -2.34
H -0.38 5.94 1.47
C 0.18 0.55 3.31
C -1.19 -1.88 3.50
C -1.00 -1.08 4.64
H -1.12 1.92 -5.62
Cl 1.07 2.02 3.15
C -3.29 0.09 1.67
H -2.76 3.24 -1.90
S 5.63 -0.05 0.19
C -2.48 5.52 1.69
C -1.39 1.59 -1.78
Cl -1.63 -1.59 6.13
Cl -0.89 -2.37 0.85
C -0.86 3.94 0.88
S 7.82 1.76 -0.63
H 3.02 0.04 2.92
C -4.90 -1.52 0.91
H -4.63 -0.95 2.96
H 0.17 0.17 -4.44
H -3.98 2.59 0.92
C -0.57 0.73 -2.51
S 2.05 2.20 -0.59
H -3.18 -0.26 -1.71
C -0.69 -1.43 2.28
C -4.49 -1.32 -0.40
H 0.17 3.70 0.64
H -4.97 -1.87 -1.21
C -3.48 -0.42 -0.68
H 2.43 -1.65 2.86
C -0.47 0.84 -3.88
C -2.13 2.57 -2.45
H -2.84 0.65 2.48
C -4.30 -0.81 1.94
S 2.79 -0.85 0.68
H -0.37 -1.13 -1.68
C -1.87 2.99 0.73
C 3.15 -0.94 2.46
H -4.51 4.82 1.78
C -2.03 2.68 -3.83
H -2.59 3.44 -4.35
C -1.17 5.20 1.36
C 6.24 1.46 -0.46
C -0.30 0.14 4.55
N 0.19 -0.28 -1.79
Ru 0.63 0.40 0.37
C -2.86 0.28 0.35
Cl -2.04 -3.36 3.60
```

- Kohn-Sham gap (spin up / spin down) (eV) = 7.91 / 5.39
- net charge = +2
- 2S+1 = 5
- <S²> = 6.07
- HOMO (spin up / spin down) (eV) = -14.010 / -14.175

So which one is most stable? That would be B, about 0.1260 hartree below the next structure.

A:
# C5H4N2O

A single C5H4N2O molecule (ωB97M-V with the def2-TZVPD basis set, OMol25).

```
12
Properties=species:S:1:pos:R:3
C 1.23 0.62 -1.26
C 1.94 1.62 -1.94
C 0.50 -0.25 -0.83
H 0.19 -2.25 0.16
C -0.23 -1.14 0.04
N 2.36 2.58 -2.44
H -1.21 -1.25 -0.56
N -1.23 0.14 1.93
H 0.14 -1.43 2.18
O -1.83 0.95 1.01
C -0.43 -0.74 1.54
H -1.42 1.15 0.17
```

- Kohn-Sham gap (eV) = 10.47
- net charge = 0
- SMILES = N#CC#CC/C=N\O
- HOMO (eV) = -10.292

B:
# C5H4N2O

A single C5H4N2O molecule (ωB97M-V with the def2-TZVPD basis set, OMol25).

```
12
Properties=species:S:1:pos:R:3
C -0.07 0.76 -0.17
C -1.23 -0.15 -1.69
H 1.06 -0.09 2.72
N 1.20 0.17 1.65
H 0.88 2.21 1.30
C 0.65 1.16 0.90
H -0.94 -2.35 -0.97
H -2.03 -0.33 -2.41
C -0.76 -1.24 -0.87
O 0.85 -1.03 1.01
N -0.68 1.14 -1.40
C -0.16 -0.58 0.09
```

- Kohn-Sham gap (eV) = 8.76
- net charge = 0
- SMILES = c1cc2o[nH]cc-2n1
- HOMO (eV) = -8.806

So which one is most stable? That would be B, about 0.0137 hartree below the next structure.